No. 1
DFT (ωB97M-V/def2-TZVPD) results for a molecular structure, C6H10O.

Last column: Mulliken charge in e.
Element x y z (Å)
C 0.42 0.62 -1.97  -1.30
C 0.12 0.30 -0.44  0.51
C 0.44 -1.25 0.28  -0.91
C -0.19 -0.61 1.53  0.12
C 0.79 0.49 1.37  -0.79
O -1.45 0.00 1.21  -0.44
C -1.35 0.45 -0.12  -0.53
H -0.30 0.14 -2.68  0.30
H 1.40 0.22 -2.11  0.37
H 0.40 1.69 -2.23  0.34
H -0.11 -1.89 -0.22  0.46
H 1.50 -1.74 0.39  0.25
H -0.34 -1.24 2.42  0.40
H 1.79 0.09 1.71  0.26
H 0.60 1.43 1.80  0.36
H -2.02 -0.20 -0.74  0.30
H -1.72 1.48 -0.18  0.32

Calculated values
Net charge: 0
2S+1: 1
Energy above the lowest of the compared OMol25 structures with the same formula, charge and spin in kcal/mol: 89.5
HOMO-LUMO gap in eV: 10.0
LUMO in eV: 0.98

***

No. 2
DFT (ωB97M-V/def2-TZVPD) results for a molecular structure, C7H22OP2Sm.

Last column: Mulliken spin population.
Element x y z (Å)
Sm 0.04 -0.09 -0.16  5.14
H 0.52 -0.61 -2.96  0.00
H -0.09 -1.06 -2.85  0.00
P 2.11 1.70 -0.09  -0.02
P -2.22 -1.44 0.61  -0.02
C -1.97 -3.05 1.40  0.00
H -2.90 -3.55 1.68  0.00
H -1.38 -3.70 0.75  0.00
H -1.35 -2.89 2.29  0.00
C -3.32 -0.43 1.66  0.00
H -3.48 0.54 1.18  0.00
H -4.29 -0.91 1.89  0.00
H -2.78 -0.20 2.59  0.00
C -3.11 -1.73 -0.96  0.00
H -2.52 -2.36 -1.62  0.00
H -4.11 -2.17 -0.83  0.00
H -3.20 -0.78 -1.49  0.00
C 1.77 3.14 0.99  0.00
H 2.53 3.94 0.93  0.00
H 0.78 3.54 0.76  0.00
H 1.69 2.76 2.02  0.00
C 3.74 1.04 0.30  0.00
H 3.99 0.22 -0.38  0.00
H 4.54 1.79 0.28  0.00
H 3.69 0.58 1.30  0.00
C 2.16 2.35 -1.80  0.00
H 1.16 2.67 -2.08  0.00
H 2.87 3.18 -1.94  0.00
H 2.40 1.55 -2.50  0.00
H -1.09 1.43 -0.40  -0.04
H 0.18 0.10 1.71  -0.06
O 2.11 -3.21 -1.37  0.00
C 1.53 -2.33 -0.90  0.00

Calculated values
Net charge: +1
2S+1: 6
Expectation value of S²: 8.775
HOMO-LUMO gap (alpha / beta) in eV: 7.7 / 7.8
LUMO (alpha / beta) in eV: -4.30 / -4.19

***

No. 3
DFT (ωB97M-V/def2-TZVPD) results for a gas-phase ion, C6H11N3OS (charge +2).

Last column: Mulliken charge in e.
Element x y z (Å)
C -1.28 1.36 -0.22  -0.56
C 1.03 0.28 0.36  -0.70
C -1.62 0.74 -1.56  -0.14
C -0.24 1.03 0.57  0.70
C 0.32 -1.76 -0.93  0.41
C 1.37 -0.83 -0.34  0.19
N -0.76 -2.20 -0.32  -0.25
N 0.77 -2.22 -2.06  -0.39
N -0.12 1.75 1.90  -0.22
O -0.90 0.01 -2.17  -0.40
S 2.93 -1.57 -0.35  -0.05
H -2.11 1.96 0.13  0.34
H 1.84 0.72 1.00  0.20
H -2.60 1.11 -1.86  0.40
H -1.01 -2.15 0.60  0.24
H -1.33 -2.94 -0.86  0.29
H 1.37 -1.45 -2.50  0.28
H 0.24 -2.88 -2.66  0.29
H 0.13 2.73 1.69  0.38
H 0.67 1.26 2.36  0.35
H -1.11 1.69 2.19  0.43
H 3.65 -0.69 0.32  0.21

Calculated values
Net charge: +2
2S+1: 1
Energy above the lowest of the compared OMol25 structures with the same formula, charge and spin in kcal/mol: 21.5
HOMO-LUMO gap in eV: 7.7
LUMO in eV: -8.73

***

No. 4
DFT (ωB97M-V/def2-TZVPD) results for a molecular structure, C29H38AsMoN8O4PSTe.

Last column: Mulliken spin population.
Element x y z (Å)
Mo -0.21 0.50 0.80  1.63
C -4.89 3.55 1.10  0.00
N -3.68 2.90 1.51  0.01
C -3.23 2.77 2.78  -0.01
C -2.05 2.07 2.71  0.04
N -1.78 1.78 1.42  -0.02
C -2.79 2.28 0.70  0.03
P -2.80 2.28 -1.12  0.00
C -2.48 0.49 -1.36  0.01
N -1.40 -0.15 -0.92  -0.04
C -1.43 -1.38 -1.50  0.00
C -2.53 -1.47 -2.30  0.00
N -3.19 -0.29 -2.21  0.00
C -4.43 0.05 -2.83  0.00
C -1.02 2.68 -1.24  0.04
N -0.02 2.06 -0.59  -0.08
C 1.12 2.71 -0.96  0.03
C 0.81 3.72 -1.82  -0.01
N -0.53 3.70 -2.00  0.01
C -1.31 4.57 -2.83  0.00
H -5.47 3.82 1.97  0.00
H -4.67 4.45 0.52  0.00
H -5.49 2.88 0.48  0.00
H -3.75 3.16 3.63  0.00
H -1.40 1.76 3.51  0.00
H -0.66 -2.11 -1.32  0.00
H -2.89 -2.28 -2.91  0.00
H -4.72 -0.74 -3.52  0.00
H -5.22 0.16 -2.08  0.00
H -4.34 0.99 -3.38  0.00
H 2.09 2.40 -0.62  0.00
H 1.45 4.42 -2.32  0.00
H -0.65 5.29 -3.31  0.00
H -1.83 4.00 -3.60  0.00
H -2.05 5.11 -2.24  0.00
O 3.20 1.01 5.73  0.00
C 3.26 2.12 5.02  0.00
O 3.94 3.06 5.30  0.00
C 2.40 2.19 3.78  0.00
C 2.27 3.33 3.01  0.01
N 1.46 3.04 1.98  0.01
N 1.05 1.76 2.01  -0.02
C 1.60 1.24 3.12  0.01
C 1.22 -0.15 3.40  -0.01
O 1.59 -0.76 4.40  0.02
O 0.44 -0.64 2.50  0.01
H 2.64 0.29 5.38  0.00
H 2.72 4.29 3.16  0.00
H 1.19 3.67 1.23  0.00
C 4.30 -3.10 -5.56  0.00
C 3.68 -2.61 -4.29  0.03
C 2.88 -1.48 -4.25  -0.01
C 2.33 -1.01 -3.07  -0.02
C 1.51 0.25 -3.13  0.04
C 2.57 -1.68 -1.87  -0.02
Te 1.93 -1.01 0.06  0.37
C 3.39 -2.83 -1.89  0.00
C 3.70 -3.60 -0.65  0.02
C 3.92 -3.27 -3.09  -0.01
H 3.93 -2.54 -6.41  0.00
H 4.09 -4.16 -5.70  0.00
H 5.38 -2.99 -5.51  0.00
H 2.69 -0.94 -5.17  0.00
H 1.07 0.36 -4.12  0.00
H 2.16 1.11 -2.94  0.00
H 0.71 0.24 -2.39  -0.04
H 2.79 -3.98 -0.19  0.00
H 4.22 -2.97 0.07  0.00
H 4.34 -4.45 -0.88  0.00
H 4.55 -4.15 -3.09  0.00
C 0.19 -3.84 1.83  0.01
As -1.31 -2.86 2.61  0.00
C -0.97 -2.70 4.51  0.00
C -2.81 -4.08 2.44  0.00
S -2.11 -1.15 1.59  -0.06
H 0.20 -4.80 2.35  0.00
H 1.13 -3.32 2.03  -0.01
H 0.05 -4.00 0.76  0.00
H -0.85 -3.72 4.89  0.00
H -1.82 -2.23 5.01  0.00
H -0.06 -2.13 4.70  0.00
H -2.59 -5.03 2.93  0.00
H -3.03 -4.26 1.38  0.00
H -3.69 -3.64 2.91  0.00

Calculated values
Net charge: +2
2S+1: 3
Expectation value of S²: 2.032
Energy above the lowest of the compared OMol25 structures with the same formula, charge and spin in kcal/mol: 10.3
HOMO-LUMO gap (alpha / beta) in eV: 6.3 / 5.6
LUMO (alpha / beta) in eV: -5.83 / -6.57

***

No. 5
DFT (ωB97M-V/def2-TZVPD) results for 7 unconnected molecules or ions with the total composition C17H29Cl12N.

Last column: Mulliken charge in e.
Element x y z (Å)
Cl -3.51 23.11 -17.19  -0.18
C -3.39 22.14 -18.68  -0.36
C -4.69 21.65 -19.24  -0.48
Cl -5.59 20.45 -18.22  -0.19
H -2.55 21.46 -18.56  0.33
H -3.05 22.74 -19.52  0.26
H -4.54 21.13 -20.18  0.29
H -5.34 22.45 -19.58  0.33
Cl 6.78 21.92 -18.84  -0.18
C 5.21 21.10 -19.04  -0.38
C 4.08 21.92 -18.32  -0.44
Cl 4.19 21.68 -16.57  -0.20
H 5.24 20.04 -18.80  0.35
H 5.00 21.15 -20.10  0.26
H 3.14 21.40 -18.46  0.24
H 4.14 23.00 -18.52  0.36
Cl 7.80 17.14 -13.05  -0.20
C 6.27 17.35 -13.99  -0.41
C 5.17 17.12 -13.05  -0.33
Cl 4.79 15.41 -12.97  -0.17
H 6.27 16.56 -14.74  0.28
H 6.28 18.32 -14.47  0.25
H 4.32 17.66 -13.47  0.26
H 5.42 17.59 -12.10  0.32
Cl 1.00 20.94 -22.75  -0.16
C 0.84 21.21 -24.49  -0.45
C 1.23 22.66 -25.06  -0.46
Cl 2.99 22.89 -25.03  -0.17
H -0.22 21.20 -24.76  0.27
H 1.30 20.32 -24.92  0.34
H 0.58 23.47 -24.73  0.35
H 0.89 22.71 -26.09  0.29
Cl 7.05 27.55 -18.44  -0.20
C 6.26 27.71 -16.81  -0.43
C 6.53 29.10 -16.26  -0.41
Cl 8.19 29.36 -15.62  -0.18
H 6.65 26.91 -16.18  0.32
H 5.20 27.52 -16.95  0.28
H 5.84 29.28 -15.44  0.29
H 6.35 29.83 -17.05  0.32
Cl 3.11 11.08 -21.14  -0.21
C 4.10 12.28 -20.20  -0.52
C 4.77 13.32 -21.05  -0.37
Cl 5.65 14.37 -19.74  -0.21
H 4.84 11.72 -19.63  0.35
H 3.39 12.72 -19.50  0.33
H 3.94 13.92 -21.41  0.29
H 5.53 12.92 -21.72  0.34
N -0.11 17.22 -17.14  -0.52
C 0.15 16.60 -18.30  -0.21
C -0.68 15.70 -18.98  -0.34
C -1.91 15.39 -18.38  -0.32
C -2.17 16.10 -17.21  -0.18
C -1.25 16.91 -16.53  -0.25
H 1.17 16.75 -18.64  0.40
H -0.35 15.29 -19.92  0.37
H -2.74 14.87 -18.85  0.37
H -3.20 16.07 -16.89  0.31
H -1.55 17.38 -15.60  0.36

Calculated values
SMILES string: c1ccncc1.ClCCCl.ClCCCl.ClCCCl.ClCCCl.ClCCCl.ClCCCl
Net charge: 0
2S+1: 1
Energy above the lowest of the compared OMol25 structures with the same formula, charge and spin in kcal/mol: 45.2
HOMO-LUMO gap in eV: 9.7
LUMO in eV: 0.05